(1)
Density functional theory data (the ωB97M-V functional and the def2-TZVPD basis) for 4 unconnected molecules or ions with the total composition C25H46ClO12PS3 at a distorted geometry.

Calculated values
**Orbital gap**: 8.197 eV
**Structure (SMILES)**: C=C[C@@](CCCCOC(C)=O)(OC(=O)[C@@H](Cl)CC)P(O)O.O=S1(=O)CCCC1.O=S1(=O)CCCC1.O=S1(=O)CCCC1
**LUMO level**: 0.007 hartree

XYZ file:
```
88
Properties=species:S:1:pos:R:3:lowdin_charge:R:1
C 2.38750 -0.16404 1.18904 0.0367
C 1.80072 -1.17845 0.53700 -0.1580
C 0.48594 -1.82099 0.90756 -0.4844
C 0.75786 -3.32573 1.19375 -0.1250
C 0.00580 -4.40215 0.38119 -0.1848
C -1.42922 -4.72674 0.87002 -0.1553
C -2.54442 -4.28145 -0.05465 -0.2020
O -3.70277 -5.13679 0.12988 -0.0281
C -4.78906 -4.44344 0.56312 -0.5464
C -5.45365 -3.50132 -0.40561 0.0099
O -5.20966 -4.58352 1.67185 0.1321
O 0.00936 -1.06902 2.03840 -0.0211
C -1.05998 -1.56796 2.70059 -0.5095
O -2.07909 -1.91660 2.17860 0.1270
C -0.90261 -1.59904 4.21904 -0.5463
Cl -0.46140 -3.25101 4.73649 0.6940
C -0.01877 -0.46184 4.77789 -0.2477
C 0.82749 -0.83308 6.00068 -0.1261
P -0.64163 -1.48515 -0.60097 0.9478
O 0.15462 -1.85137 -1.97068 -0.2778
O -0.66953 0.16239 -0.64908 -0.2699
H 2.36716 -0.07703 2.26938 0.0569
H 2.91995 0.59306 0.61758 0.0581
H 2.27637 -1.59638 -0.34905 0.1012
H 0.59730 -3.57424 2.24461 0.0843
H 1.82278 -3.49619 1.02485 0.1144
H 0.03923 -4.24492 -0.70004 0.0921
H 0.56600 -5.32560 0.54999 0.1103
H -1.51390 -5.81497 0.92866 0.1188
H -1.57245 -4.37331 1.89223 0.0999
H -2.21412 -4.38163 -1.09303 0.1231
H -2.83161 -3.24220 0.09372 0.0723
H -5.02662 -3.59671 -1.40418 0.0833
H -6.52596 -3.68008 -0.42903 0.0872
H -5.29649 -2.47062 -0.08253 0.0905
H -1.91112 -1.43951 4.59327 0.1104
H -0.71011 0.30179 5.13626 0.0991
H 0.57133 0.00828 3.99439 0.0847
H 1.11918 0.09767 6.48613 0.0485
H 0.24747 -1.38825 6.73545 0.0646
H 1.74334 -1.34295 5.70671 0.0759
H 0.95182 -2.37577 -1.82100 0.0558
H 0.03980 0.42745 -1.26496 0.0377
C 4.35423 1.90783 -4.38579 -0.2181
C 3.12864 1.75578 -5.29935 -0.2058
C 2.56972 0.34437 -5.08745 -0.2047
S 3.00754 -0.11992 -3.40920 0.6802
O 3.92240 -1.23414 -3.44573 -0.3130
O 1.81096 -0.18217 -2.60411 -0.3416
C 3.92520 1.36943 -3.02498 -0.2296
H 4.68307 2.94374 -4.31774 0.1145
H 5.18485 1.31539 -4.77567 0.1190
H 2.37226 2.49351 -5.02465 0.1121
H 3.38248 1.92101 -6.34514 0.1155
H 1.48664 0.30953 -5.18925 0.0910
H 3.02937 -0.37903 -5.75839 0.1074
H 4.75552 1.12262 -2.36682 0.1071
H 3.24118 2.05641 -2.52666 0.1071
C -3.53329 2.43264 -3.11516 -0.2153
C -4.22010 2.52107 -4.48482 -0.2135
C -3.12903 2.36958 -5.55334 -0.2192
S -1.82986 1.37312 -4.80449 0.6625
O -0.63685 2.18061 -4.68312 -0.3331
O -1.78588 0.08260 -5.44303 -0.3220
C -2.59555 1.23329 -3.19410 -0.2253
H -4.25285 2.32010 -2.30602 0.1173
H -2.95883 3.34361 -2.93224 0.1192
H -4.94614 1.71163 -4.58157 0.1167
H -4.75893 3.45953 -4.60723 0.1126
H -3.48907 1.86051 -6.44360 0.1014
H -2.69411 3.32925 -5.82623 0.1023
H -1.82704 1.22573 -2.42754 0.0787
H -3.15246 0.29680 -3.17137 0.1152
C 2.78207 4.83416 4.05959 -0.2200
C 1.88205 4.33863 2.91921 -0.2095
C 1.55283 2.86689 3.20012 -0.2169
S 1.62270 2.67171 4.98769 0.6619
O 2.71280 1.78746 5.31246 -0.3113
O 0.29455 2.45849 5.50199 -0.3189
C 2.12486 4.35192 5.34836 -0.2282
H 2.88955 5.91774 4.04942 0.1145
H 3.77758 4.39555 3.96282 0.1192
H 0.96155 4.92538 2.90069 0.1169
H 2.36158 4.45230 1.94810 0.1131
H 0.55873 2.59210 2.85529 0.1090
H 2.29209 2.19812 2.76605 0.0810
H 2.79207 4.35204 6.20705 0.1086
H 1.22406 4.92251 5.57241 0.1077
```



(2)
Density functional theory data (the ωB97M-V functional and the def2-TZVPD basis) for 15 unconnected molecules or ions with the total composition H30O15 at a distorted geometry.

Calculated values
**Orbital gap**: 9.532 eV
**LUMO level**: -0.023 hartree
**Energy relative to the best compared isomer or geometry (same formula, charge and spin)**: 40.0 kcal per mole

XYZ file:
```
45
Properties=species:S:1:pos:R:3:lowdin_charge:R:1
O -1.86641 -1.16670 -1.99411 -0.0169
H -2.45299 -1.44107 -1.33142 -0.0004
H -2.20417 -0.31419 -2.27162 0.0037
O 1.21347 -2.07300 1.62477 -0.0925
H 0.86071 -2.62974 2.38283 0.0835
H 0.78215 -2.40514 0.80594 -0.0167
O -2.24206 -2.57581 0.71701 -0.0073
H -2.08250 -3.42799 1.11435 0.0736
H -2.23042 -2.05462 1.49169 -0.0046
O 0.05633 0.22348 0.01325 -0.0145
H -0.25074 0.00046 0.84701 -0.0186
H -0.55997 -0.24122 -0.55121 0.0344
O 2.56402 1.63582 -2.16630 -0.0100
H 2.38574 1.50559 -1.24298 -0.0104
H 2.62747 2.56566 -2.25143 0.0328
O -1.39944 -0.51471 2.38728 -0.0206
H -1.63079 -0.49183 3.29808 0.0570
H -2.18111 -0.17777 1.97462 0.0673
O -0.41732 2.40720 -1.95959 -0.0668
H -0.06734 2.11136 -1.10331 -0.0030
H 0.16855 2.04667 -2.64059 0.0255
O -2.91337 1.58946 -2.19321 -0.0618
H -3.68383 2.10274 -1.89953 0.0564
H -2.08715 1.94917 -1.88150 -0.0256
O -0.06156 0.44839 -3.76531 -0.0560
H 0.55242 -0.10282 -3.22617 0.0092
H -0.95121 0.14974 -3.65796 0.0047
O 0.88255 2.85891 0.52243 -0.0477
H 0.73020 1.92651 0.26226 -0.0127
H 1.77970 3.17540 0.46115 0.0489
O 1.27549 -0.22001 4.09913 -0.0294
H 1.12366 -0.84064 4.82304 0.0498
H 0.83990 -0.60530 3.35810 -0.0368
O 1.48619 -1.24163 -2.25967 0.0137
H 1.74932 -2.08511 -2.55597 0.0655
H 2.30333 -0.90072 -1.98708 0.0441
O -0.66195 2.31545 2.99148 -0.0284
H 0.19434 2.00774 2.81753 -0.0241
H -0.84366 1.77081 3.75494 0.0180
O 2.75196 0.26022 0.82907 -0.0548
H 1.96498 -0.32473 0.83683 0.0008
H 2.65955 1.00122 1.42117 0.0253
O 0.11942 -3.07319 -0.56904 -0.0538
H -0.73617 -2.79086 -0.20467 -0.0063
H 0.45273 -2.35320 -1.12128 0.0056
```



Which of these has the highest orbital gap?
H30O15



Look up the LUMO level of the second one.
-0.023 hartree